(1)
The following is a DFT calculation (ωB97M-V/def2-TZVPD) of C3H8N2S in the gas phase in a non-equilibrium geometry.

XYZ file:
```
14
Properties=species:S:1:pos:R:3:forces:R:3
S -2.096069 0.064026 -0.484435 -0.4862 -0.6508 0.1438
N 0.228291 2.131922 0.016489 -1.1910 1.9007 0.3279
N 0.950653 1.047966 -0.216369 1.0845 -0.1419 -0.8624
C 1.440911 -1.200181 -0.460358 0.3031 -0.6246 1.8454
C -0.813998 -0.434865 0.737160 1.0854 1.0317 -2.0982
C 0.547660 -0.108044 0.056412 -0.9037 -1.1146 0.3569
H -3.097386 -0.674365 0.047428 0.1659 0.2933 -0.1500
H 1.472168 -2.009603 0.320249 0.2738 0.4996 -0.7462
H -0.890563 -1.473329 0.927086 -0.0587 -0.9328 0.2303
H 2.446707 -0.737211 -0.567212 -0.7031 -0.6620 -0.2763
H 0.517312 2.876342 -0.611072 -0.0197 -0.1567 0.3564
H -0.788791 2.031866 -0.009165 0.2582 -0.0557 0.1219
H -0.968342 0.147313 1.609592 0.0656 0.4557 0.9428
H 1.051451 -1.661834 -1.365801 0.1259 0.1581 -0.1923
```
Forces are in eV/Å.

energy above the lowest of the compared OMol25 structures with the same formula, charge and spin	1.903	eV
LUMO level	0.75	eV
HOMO	-8.5671	eV
multiplicity	1
net charge	0
SMILES string	C/C(CS)=N/N

Results of the natural (NBO) charge analysis, in e, for atoms 1 through 8: -0.071 -0.635 -0.241 -0.637 -0.561 0.184 0.132 0.198

---

(2)
The following is a DFT calculation (ωB97M-V/def2-TZVPD) of a molecular structure, C45H61ClN5OPSSr.

XYZ file:
```
116
Properties=species:S:1:pos:R:3:forces:R:3
Sr 0.643793 -0.964794 0.926153 -0.2467 -0.5474 -0.0574
Cl 1.428873 -1.553980 -4.565171 -0.0124 -0.0774 -0.0422
S 0.302173 -1.500382 -1.786286 0.0415 -0.0717 -0.1887
P 0.590911 2.102398 -0.132700 0.0067 -0.2673 -0.0197
O 4.661783 1.558523 2.029563 -0.0762 0.0581 -0.1005
N -2.382318 -1.403760 -3.886212 0.0242 0.1208 -0.0938
N -3.854805 -0.264908 -2.598551 -0.1139 -0.2150 -0.0326
N -1.106540 0.268155 2.498699 0.1344 -0.1292 0.0458
N -2.386024 -0.079324 2.285733 -0.1306 0.0963 0.0189
N 2.887609 0.460711 1.215535 0.0798 0.1850 0.2047
C -3.075423 -2.683729 -3.861566 0.0801 -0.0394 0.1656
C -3.221882 0.436111 3.200968 -0.0023 0.0366 0.0667
C 3.535655 3.930241 2.181563 -0.0881 0.0499 -0.0120
C -1.328678 -3.381208 1.303044 0.1131 0.4367 0.1197
C -2.433552 1.173327 4.065742 -0.0825 -0.1215 -0.1134
C 2.813142 2.946322 1.500055 -0.0194 0.0079 0.0030
C -2.692951 -0.267712 -3.261376 0.1487 0.1458 0.0316
C 0.145190 1.610428 4.117322 0.0528 0.0234 0.0501
C -3.054661 3.736039 0.651613 -0.0500 0.0281 0.0306
C -1.121706 1.026713 3.588501 0.0624 0.0371 -0.1466
C 2.420706 2.364957 -4.351562 0.0378 0.0084 -0.0169
C 1.773536 -3.484179 3.355827 0.1798 0.1041 0.0071
C -2.790808 -3.159249 1.049063 -0.1372 -0.0681 0.0049
C 0.835743 -4.016714 0.975388 0.1783 0.2652 0.0508
C 2.556551 2.906775 -2.014884 0.0927 0.0004 0.0641
C 1.361972 2.234149 -1.780253 -0.0554 0.0294 0.0326
C 1.222256 1.704263 -4.124558 -0.0829 0.0348 -0.0073
C 3.891833 -0.590890 1.488828 0.0757 0.0114 -0.0957
C 3.089976 2.962125 -3.294454 0.0463 -0.0177 -0.0709
C -0.960597 3.051365 -0.338685 0.0379 0.0516 -0.0608
C 1.919055 5.584508 1.590782 -0.0170 0.0158 0.0075
C 0.760527 -3.395750 2.248905 -0.2382 -0.2452 0.2257
C 1.617001 3.292030 0.836798 0.0340 0.0439 0.0235
C -0.811859 -4.541746 -0.940743 -0.0181 -0.0786 -0.1244
C 1.776071 -1.409905 -2.761054 0.1516 -0.1036 -0.2134
C -1.873565 3.014888 0.712524 -0.0241 -0.0725 0.0711
C 3.402356 1.585152 1.540293 -0.0686 -0.1433 0.0037
C -0.444463 -3.998408 0.400892 0.0755 0.2350 -0.1034
C -4.033777 -2.865785 -5.029140 -0.0491 0.0140 -0.0056
C -3.343891 4.499031 -0.469347 -0.0491 0.0228 0.0006
C -1.262152 3.817644 -1.462070 0.0202 -0.0425 -0.0065
C 4.160775 -1.454777 0.248904 0.0445 -0.0017 0.0001
C -4.312971 0.942636 -1.935885 -0.0858 0.0257 0.0620
C -4.681021 0.143371 3.182646 -0.0415 0.0094 0.0228
C 2.057381 -4.586775 0.318606 0.0186 -0.0772 -0.0687
C 1.201457 4.619757 0.901776 0.0823 0.0234 0.0796
C -1.149775 -2.660391 3.810440 -0.0394 0.0940 0.0282
C 3.092741 5.240136 2.234444 0.0307 -0.0413 0.0103
C -2.446506 4.534628 -1.525228 -0.0468 0.0091 -0.0586
C 0.695996 1.623456 -2.845217 -0.0492 0.0656 -0.0626
C -0.597260 -3.010541 2.458248 0.1686 -0.2015 0.2436
C 5.114959 0.196553 1.986350 0.0509 -0.0739 0.0603
C 4.690590 -0.639755 -0.928328 -0.0115 0.0257 0.0117
C 5.109125 -2.594900 0.608597 -0.0340 -0.0006 0.0063
C -4.884249 1.957707 -2.912232 0.0086 0.0141 0.0258
H -1.453930 -1.413570 -4.277800 0.0280 -0.0762 0.0672
H -3.473719 1.370420 -1.381397 -0.0110 0.0146 -0.0796
H -5.211316 2.856100 -2.390840 -0.0332 0.0868 0.0411
H 3.085220 3.394382 -1.204856 -0.0253 0.0110 0.0027
H -2.668883 5.119680 -2.407739 -0.0098 0.0163 -0.0151
H 1.888483 -5.611159 -0.023715 -0.0163 -0.0045 0.0166
H -4.530629 -3.835072 -4.977409 -0.0218 -0.0335 0.0023
H 0.295602 4.912614 0.395517 -0.0615 0.0326 -0.0298
H -5.232074 0.939406 3.678784 -0.0103 -0.0050 0.0120
H -3.303729 -2.798953 1.944023 -0.0229 0.0119 0.0325
H -5.074607 0.650430 -1.205536 0.0263 0.0441 0.0140
H 3.501856 -1.236129 2.286895 0.0220 -0.0279 -0.0579
H 5.448359 -0.080494 2.986580 -0.0453 -0.0090 -0.0697
H -1.661968 2.420114 1.591619 0.0274 0.0174 -0.0196
H -0.062073 2.358097 4.881124 -0.0108 -0.0020 -0.0079
H -0.573053 3.856064 -2.293698 0.0354 -0.0091 -0.0289
H -2.620862 -0.733178 1.552798 0.0262 -0.0042 0.0127
H 0.021756 -4.474955 -1.640098 0.0180 -0.0138 0.0059
H 5.723822 -0.325839 -0.765600 0.0192 0.0182 0.0124
H -4.267988 5.059678 -0.522843 -0.0182 0.0092 -0.0040
H -4.894469 -0.792588 3.701551 -0.0065 -0.0020 0.0025
H 0.772360 0.838650 4.568440 0.0056 -0.0104 -0.0018
H -2.316666 -3.470202 -3.855821 -0.0223 0.0474 -0.0638
H 4.680148 -1.239209 -1.837573 -0.0013 -0.0402 -0.0092
H -3.748846 3.695442 1.481435 -0.0155 0.0102 0.0132
H 1.557188 6.603995 1.613064 0.0032 0.0194 0.0037
H -4.532259 -1.020005 -2.650346 0.0520 0.0177 0.0020
H -5.736398 1.542046 -3.451429 -0.0362 -0.0271 -0.0136
H -1.069531 -3.503997 4.503963 0.0077 -0.0311 0.0078
H -4.797375 -2.086767 -5.033399 -0.0151 0.0152 0.0079
H 0.714685 2.089670 3.319078 0.0068 0.0017 -0.0015
H 4.025772 3.478803 -3.463292 0.0177 0.0162 -0.0037
H 2.358585 -4.014999 -0.568149 -0.0210 -0.0026 -0.0124
H 0.693915 1.224739 -4.936614 0.0158 0.0346 -0.0135
H 1.570229 -4.319138 4.036223 -0.0193 -0.0192 -0.0112
H 6.067937 -2.209275 0.961695 0.0537 0.0291 0.0075
H 5.311211 -3.218384 -0.261842 -0.0302 -0.0145 -0.0217
H -2.986410 -2.448665 0.232188 0.0197 0.0101 -0.0235
H 4.691849 -3.234148 1.387882 0.0040 0.0218 0.0131
H 1.796491 -2.585505 3.983585 -0.0151 0.0204 -0.0004
H 2.833661 2.409627 -5.350972 0.0099 0.0025 -0.0108
H 2.789900 -3.631230 2.977279 -0.0358 -0.0035 -0.0076
H -3.604618 -2.790863 -2.908448 0.0136 0.0110 -0.0283
H -1.124623 -5.590233 -0.881913 -0.0035 -0.0197 0.0132
H -2.206868 -2.394415 3.765654 -0.0403 0.0157 -0.0145
H 2.316250 -0.469770 -2.675171 -0.0087 0.0053 -0.0146
H -0.639284 -1.816259 4.284090 0.0365 0.0120 0.0022
H -3.500140 -2.805830 -5.977016 0.0330 -0.0018 -0.0188
H 3.667817 5.980227 2.773306 0.0082 0.0216 0.0108
H 5.959524 0.155422 1.297801 -0.0288 -0.0560 0.0583
H -0.230321 1.077992 -2.694458 -0.0294 0.0450 0.0328
H -4.122629 2.233140 -3.640473 0.0473 -0.0025 -0.0091
H 3.205253 -1.900286 -0.055729 -0.0556 -0.0022 -0.0069
H 4.454235 3.660472 2.677537 0.0176 -0.0182 0.0109
H 2.448747 -2.250226 -2.592692 -0.0094 0.0735 0.0650
H 2.909159 -4.616982 0.999243 0.0002 0.0069 0.0166
H -2.760426 1.728725 4.925647 -0.0291 0.0461 0.0553
H -3.300044 -4.081533 0.758409 0.0135 -0.0257 -0.0095
H 4.088048 0.250484 -1.115456 -0.0387 0.0104 0.0018
H -5.051469 0.056007 2.161664 -0.0028 0.0018 -0.0242
H -1.629159 -3.977101 -1.393051 -0.0255 0.0117 0.0120
```
Forces are in eV/Å.

energy above the lowest of the compared OMol25 structures with the same formula, charge and spin	0.000	eV
LUMO level	-0.15	eV
HOMO	-6.2113	eV
multiplicity	1
net charge	0

Results of the Mulliken charge analysis, in e, for atoms 1 through 8: 0.387 -0.275 0.105 1.845 -0.449 0.316 0.181 0.972

---

| no. | Kohn-Sham gap (eV) | calculated total energy (Ha) |
| --- | --- | --- |
| 1 | 9.3 | -626.75333 |
| 2 | 6.1 | -3330.86054 |